Version w
This record from the Open Molecules 2025 dataset describes the ion C8H14N3 with charge +1. The level of theory is the ωB97M-V functional and the def2-TZVPD basis.

Calculated values
HOMO-LUMO gap (spin up / spin down) ... 4.7 / 7.2 eV
Charge ... +1
E_HOMO (spin up / spin down) ... -8.16 / -13.23 eV
Spin multiplicity ... 3
LUMO energy (spin up / spin down) ... -0.127 / -0.223 Ha

Last column: natural (NBO) charge in e.
Cartesian coordinates (Å):
C -1.65560 1.24306 -0.86218  -0.459
C -2.96075 0.71793 -0.87859  0.165
C -0.99203 0.29546 -0.10351  0.126
C 2.92126 0.00389 -0.52725  -0.433
C 1.95202 -1.07076 -1.14752  -0.393
C 1.45244 0.25894 -0.73786  -0.301
C -1.69770 -1.79567 1.10520  -0.414
C 0.56260 0.30162 0.41129  -0.060
N -3.09516 -0.31311 -0.06512  -0.252
N -1.94514 -0.58890 0.36720  -0.166
N 0.64764 1.60877 1.21828  -0.729
H -1.14141 2.02213 -1.42260  0.241
H -3.78942 0.97443 -1.52583  0.232
H 3.32787 -0.34361 0.37973  0.222
H 3.69444 0.41918 -1.16301  0.248
H 1.94254 -1.39657 -2.21105  0.252
H 1.78426 -1.98786 -0.50867  0.226
H 1.25236 0.96957 -1.49158  0.241
H -2.51737 -2.44513 1.01316  0.254
H -0.72244 -2.10784 0.77956  0.199
H -1.61234 -1.72476 2.27913  0.198
H 0.77656 -0.42763 1.13891  0.226
H 1.56037 1.62257 1.69957  0.447
H -0.20230 1.43344 1.85119  0.463
H 0.45733 2.33085 0.40152  0.469

Version x
This record from the Open Molecules 2025 dataset describes the ion C8H14N3 with charge +1. The level of theory is the ωB97M-V functional and the def2-TZVPD basis.

Calculated values
HOMO-LUMO gap (spin up / spin down) ... 10.4 / 7.0 eV
Charge ... +1
E_HOMO (spin up / spin down) ... -12.73 / -13.30 eV
Spin multiplicity ... 3
LUMO energy (spin up / spin down) ... -0.085 / -0.233 Ha

Last column: natural (NBO) charge in e.
Cartesian coordinates (Å):
C -2.05904 -0.64355 1.23359  -0.065
C -1.51535 -0.15295 2.36215  -0.058
C -0.05608 0.12115 0.71760  0.541
C -0.38557 -0.64440 -2.18963  -0.394
C -1.29261 -1.07369 -1.05762  -0.224
C 1.11765 -0.94067 -1.71510  -0.303
C 0.63614 0.88958 3.05249  -0.422
C 1.71203 1.49080 -1.57387  -0.534
N -1.09890 -0.50962 0.23401  -0.399
N -0.26219 0.43227 1.99005  -0.396
N 1.73177 0.14445 -1.03875  -0.094
H -3.04871 -1.29875 1.22031  0.278
H -1.91627 0.08937 3.34170  0.255
H -0.49087 -1.23098 -3.09125  0.256
H -0.56247 0.41129 -2.42032  0.231
H -2.32707 -0.95284 -1.40557  0.234
H -1.31019 -2.11206 -0.91816  0.217
H 1.23431 -1.84916 -1.15403  0.225
H 1.64237 -0.96150 -2.69281  0.224
H 1.74956 0.83427 2.78527  0.249
H 0.47113 1.95449 3.55776  0.243
H 0.50453 0.23620 3.84301  0.220
H 1.34332 1.86664 -2.55792  0.229
H 1.44140 2.22057 -0.84338  0.229
H 2.74110 1.67910 -1.67953  0.256

It is version x that is the most stable of them.

Version w
This record from the Open Molecules 2025 dataset describes a cluster of 2 separate species, C6H8N3O in total. The level of theory is the ωB97M-V functional and the def2-TZVPD basis.

Calculated values
HOMO-LUMO gap ... 7.6 eV
Charge ... +1
E_HOMO ... -13.64 eV
Spin multiplicity ... 1
LUMO energy ... -0.222 Ha

Last column: natural (NBO) charge in e.
Cartesian coordinates (Å):
C 0.78383 0.10247 0.96811  0.273
C 1.69563 -1.99929 -1.03689  -0.312
C 1.24881 -0.85300 -1.36006  -0.213
C -2.14499 1.67870 0.15230  0.341
C 0.53247 0.13005 -0.51847  -0.371
C -0.85424 0.00735 0.06312  0.219
N -0.47941 0.19410 1.34722  -0.425
N -1.67880 2.34764 -0.73827  0.208
N -2.98277 1.62225 1.17288  -0.797
O -1.15321 2.82026 -1.69800  -0.226
H 1.55937 -0.18155 1.59695  0.232
H 1.84230 -2.57899 -1.91667  0.229
H 1.92205 -2.40109 -0.11411  0.206
H 1.17171 -0.61033 -2.36221  0.217
H 0.57468 1.13997 -0.88259  0.266
H -1.54087 -0.74030 -0.42919  0.277
H -2.92828 0.72605 1.75929  0.440
H -3.33966 2.38621 1.68444  0.436

Version x
This record from the Open Molecules 2025 dataset describes a structure of composition C6H8N3O. The level of theory is the ωB97M-V functional and the def2-TZVPD basis.

Calculated values
HOMO-LUMO gap ... 9.5 eV
Charge ... +1
E_HOMO ... -12.72 eV
Spin multiplicity ... 1
LUMO energy ... -0.117 Ha

Last column: natural (NBO) charge in e.
Cartesian coordinates (Å):
C 1.22617 -2.89000 -0.47617  -0.201
C 1.03596 -1.77570 -0.05976  0.045
C 1.55627 1.70947 -0.00480  -0.245
C 2.22207 0.62041 0.23228  0.099
C -1.47480 -0.30011 0.12492  0.792
C 0.06043 1.61138 0.02949  -0.251
N -0.24950 0.18851 0.19201  -0.231
N -2.53300 0.47717 -0.09798  -0.767
N 0.84399 -0.61236 0.56162  -0.317
O -1.73558 -1.57420 0.28656  -0.611
H 1.41134 -3.85384 -0.84673  0.263
H 2.00148 2.66802 -0.22079  0.278
H 3.18842 0.19003 0.32539  0.257
H -0.33541 2.18910 0.87456  0.239
H -0.37110 1.98903 -0.90489  0.236
H -2.46924 1.46753 -0.25729  0.427
H -3.43535 0.03217 -0.17001  0.445
H -0.94215 -2.13660 0.41161  0.543

It is version x that is the most stable of them.

Version w
This record from the Open Molecules 2025 dataset describes a structure of composition C5H6N2O. The level of theory is the ωB97M-V functional and the def2-TZVPD basis.

Calculated values
HOMO-LUMO gap ... 9.7 eV
E_HOMO ... -8.85 eV
Spin multiplicity ... 1
LUMO energy ... 0.033 Ha

Last column: natural (NBO) charge in e.
Cartesian coordinates (Å):
C 0.83762 -0.54772 0.47986  0.680
C 0.34119 -0.48384 -1.00037  -0.185
C -0.87641 -0.46710 0.71042  -0.188
C -1.04257 0.90570 0.23629  -0.110
C -0.31975 0.91099 -1.07542  -0.112
H 0.82434 -0.63487 -1.98540  0.227
H -1.47105 -1.62922 -1.26593  0.387
H -1.50007 -0.83684 1.46056  0.220
H -1.97180 1.48233 0.48718  0.218
H 0.01502 2.58469 0.17623  0.352
H -0.45962 1.47531 -1.92572  0.217
N -0.74125 -1.27379 -0.45882  -0.612
N 0.31475 1.64935 0.13610  -0.588
O 1.73852 -0.87231 1.15093  -0.505

Version x
This record from the Open Molecules 2025 dataset describes an isolated molecule of C5H6N2O. The level of theory is the ωB97M-V functional and the def2-TZVPD basis.

Calculated values
HOMO-LUMO gap ... 8.9 eV
E_HOMO ... -9.27 eV
Structure (SMILES) ... CC(=O)n1ccnc1
Spin multiplicity ... 1
LUMO energy ... -0.014 Ha

Last column: natural (NBO) charge in e.
Cartesian coordinates (Å):
C 2.16533 1.04888 0.26537  -0.657
C 1.38174 -0.12470 0.05123  0.678
C -0.84216 1.01740 -0.25033  -0.091
C -2.13047 0.68860 -0.06524  -0.088
C -0.96309 -1.04782 0.09710  0.198
H 3.24893 0.59679 0.39818  0.281
H 1.97803 2.07942 -0.55415  0.255
H 1.82217 1.62700 0.79825  0.190
H -0.30015 1.89718 -0.24959  0.190
H -2.92746 1.55202 -0.07738  0.221
H -0.82893 -1.92424 0.38332  0.190
N -0.08079 -0.06275 -0.12892  -0.395
N -2.09522 -0.61529 0.23408  -0.428
O 1.82144 -1.32201 -0.25294  -0.544

It is version w that is the most stable of them.

Version w
This record from the Open Molecules 2025 dataset describes an isolated molecule of C21H28N4O4. The level of theory is the ωB97M-V functional and the def2-TZVPD basis.

Calculated values
HOMO-LUMO gap ... 8.3 eV
E_HOMO ... -7.82 eV
Structure (SMILES) ... CCOC(=O)N1CCN(c2c(NCCN(C)Cc3ccccc3)c(=O)c2=O)CC1
Spin multiplicity ... 1
LUMO energy ... 0.017 Ha

Last column: natural (NBO) charge in e.
Cartesian coordinates (Å):
C 3.41148 4.20598 -2.09150  -0.637
C 4.21018 2.97256 -1.69514  -0.067
H 4.88878 3.18955 -0.86736  0.187
H 4.77694 2.60140 -2.55488  0.201
O 3.36842 1.92798 -1.20755  -0.533
C 2.73056 1.20247 -2.15600  0.897
O 2.88026 1.35925 -3.34400  -0.659
N 1.90171 0.27693 -1.61646  -0.463
C 1.73512 0.04553 -0.20012  -0.234
H 2.40461 0.70244 0.35222  0.245
H 0.69745 0.27074 0.07973  0.199
C 2.02974 -1.43177 0.09577  -0.213
N 1.18038 -2.26605 -0.72317  -0.402
C -0.06997 -2.59111 -0.33212  0.110
C -0.83391 -2.47518 0.83359  0.124
N -0.67728 -1.88357 2.03119  -0.576
H 0.02215 -1.15767 2.11779  0.388
C -1.77878 -1.78056 2.96132  -0.229
H -1.40511 -1.99207 3.96931  0.199
H -2.51392 -2.53891 2.69731  0.238
C -2.39740 -0.37779 2.96071  -0.234
N -2.92540 0.00836 1.66363  -0.442
C -4.16298 -0.68377 1.35211  -0.427
H -4.96361 -0.45016 2.07048  0.162
H -4.00104 -1.75771 1.34665  0.229
H -4.49079 -0.39178 0.35597  0.203
C -3.11100 1.45770 1.58895  -0.258
C -1.79722 2.17596 1.44087  0.068
C -1.20315 2.83285 2.51093  -0.255
C 0.00901 3.48393 2.35444  -0.197
C 0.63605 3.49637 1.12082  -0.227
C 0.04678 2.85516 0.04391  -0.202
C -1.15657 2.19170 0.20729  -0.245
H -1.61684 1.68726 -0.63006  0.216
H 0.52629 2.87196 -0.92361  0.217
H 1.57871 4.00851 0.99818  0.213
H 0.45939 3.98948 3.19622  0.213
H -1.69849 2.84794 3.47224  0.212
H -3.65373 1.83884 2.47159  0.172
H -3.71994 1.66278 0.70545  0.211
H -1.61310 0.33857 3.22562  0.199
H -3.17416 -0.33999 3.74581  0.175
C -1.91678 -3.29878 0.27221  0.426
O -2.95744 -3.74501 0.70207  -0.575
C -1.12855 -3.35004 -1.01855  0.437
O -1.28941 -3.74691 -2.14995  -0.568
C 1.41126 -2.06103 -2.14040  -0.232
H 0.75213 -2.71497 -2.71105  0.254
C 1.12815 -0.59223 -2.48015  -0.234
H 1.39868 -0.36671 -3.51198  0.255
H 0.06008 -0.39099 -2.33104  0.193
H 2.45307 -2.30651 -2.36255  0.201
H 1.87517 -1.66531 1.14916  0.205
H 3.06935 -1.65577 -0.16300  0.209
H 2.75934 3.96830 -2.92820  0.228
H 2.80676 4.55294 -1.25675  0.203
H 4.09157 4.99822 -2.39071  0.219

Version x
This record from the Open Molecules 2025 dataset describes an isolated molecule of C21H28N4O4. The level of theory is the ωB97M-V functional and the def2-TZVPD basis.

Calculated values
HOMO-LUMO gap ... 9.3 eV
E_HOMO ... -8.68 eV
Structure (SMILES) ... COCCC(=O)N1CCC(Oc2ccc(C(=O)NCc3nccn3C)cc2)CC1
Spin multiplicity ... 1
LUMO energy ... 0.025 Ha

Last column: natural (NBO) charge in e.
Cartesian coordinates (Å):
C -8.62307 -2.50388 0.16459  -0.249
O -8.60954 -1.56106 -0.87652  -0.533
C -7.95807 -0.35204 -0.56587  -0.051
C -6.42832 -0.46503 -0.56301  -0.535
C -5.80412 0.90813 -0.36654  0.692
O -6.48158 1.90021 -0.17359  -0.637
N -4.45311 0.97605 -0.44067  -0.441
C -3.52664 -0.12640 -0.52425  -0.216
H -4.03826 -1.05082 -0.78335  0.218
C -2.77910 -0.28836 0.80318  -0.441
H -2.06739 -1.11057 0.71692  0.222
H -3.48481 -0.51745 1.60341  0.212
C -2.04571 1.01564 1.15018  0.098
C -3.03415 2.18604 1.13806  -0.419
C -3.78799 2.23906 -0.19017  -0.230
H -4.55046 3.01846 -0.16881  0.251
H -3.08263 2.43476 -1.00293  0.199
H -2.49043 3.11889 1.28568  0.224
H -3.74286 2.05883 1.95730  0.214
H -1.59292 0.93981 2.14932  0.186
O -1.04472 1.31308 0.19042  -0.529
C 0.14455 0.65843 0.20756  0.407
C 0.54366 -0.28939 1.14554  -0.339
C 1.79368 -0.86926 1.04425  -0.128
C 2.67615 -0.52152 0.02812  -0.179
C 2.26956 0.42133 -0.91470  -0.157
C 1.02274 0.99835 -0.82604  -0.289
H 0.69527 1.72665 -1.55154  0.224
H 2.91392 0.69051 -1.73791  0.215
C 3.99658 -1.20530 -0.00703  0.665
O 4.18854 -2.28491 0.52613  -0.634
N 4.96908 -0.56024 -0.69792  -0.606
H 4.88021 0.41985 -0.92233  0.424
C 6.32866 -1.04144 -0.68587  -0.267
C 7.25764 0.09434 -0.43247  0.338
N 6.91432 1.35769 -0.49224  -0.490
C 8.04211 2.06411 -0.21714  -0.088
C 9.08022 1.21000 0.00824  -0.106
N 8.57286 -0.05367 -0.13106  -0.332
C 9.28635 -1.29003 0.01312  -0.403
H 8.82280 -1.91048 0.78311  0.213
H 10.31524 -1.07983 0.29925  0.220
H 9.28506 -1.84609 -0.92721  0.209
H 10.10807 1.38530 0.25010  0.215
H 8.02899 3.13479 -0.20062  0.209
H 6.57009 -1.51564 -1.65017  0.205
H 6.40793 -1.81038 0.09293  0.244
H 2.10722 -1.61213 1.76218  0.236
H -0.10315 -0.58416 1.95701  0.219
H -2.79759 0.09838 -1.31176  0.205
H -6.10857 -0.88962 -1.51682  0.228
H -6.10347 -1.12578 0.24404  0.217
H -8.26219 0.35431 -1.34112  0.202
H -8.29885 0.03511 0.40388  0.173
H -9.27953 -3.30957 -0.15937  0.195
H -9.01542 -2.06624 1.09086  0.164
H -7.62685 -2.91679 0.36365  0.157

It is version x that is the most stable of them.